No. 1
{
  "formula": "C22H38FN2O5",
  "method": "wB97M-V/def2-TZVPD",
  "e_tot_ev": -39345.6747,
  "lumo_energy_ev": -2.994,
  "orbital_gap_ha": 0.3491,
  "total_charge": 1,
  "symbols": ["C", "C", "C", "C", "C", "C", "C", "O", "C", "C", "N", "O", "C", "C", "C", "C", "C", "C", "C", "N", "C", "C", "C", "H", "H", "H", "H", "H", "H", "H", "H", "H", "H", "H", "H", "H", "H", "H", "H", "H", "H", "H", "H", "H", "H", "H", "H", "H", "H", "H", "H", "H", "H", "H", "H", "H", "H", "H", "C", "C", "O", "C", "O", "O", "F", "H", "H", "H"],
  "xyz": [[2.638, 1.426, -3.187], [2.228, 0.632, -2.072], [1.633, 0.125, -0.591], [2.742, 0.032, 0.587], [3.624, 1.283, 1.018], [3.283, 1.692, 2.605], [3.614, 2.660, 0.177], [1.293, -1.315, -0.874], [0.041, -1.443, -1.611], [-1.318, -1.114, -0.689], [-1.684, -2.417, -0.028], [-2.299, -0.556, -1.618], [-3.657, -1.069, -1.426], [-4.380, -0.588, -0.012], [-5.260, -1.845, 0.655], [-5.503, 0.570, -0.382], [-4.884, 2.076, -0.567], [-3.947, 2.285, -1.897], [-4.058, 2.650, 0.733], [-0.825, -0.176, 0.390], [0.203, 0.819, -0.192], [0.279, 2.028, 0.907], [-0.128, 3.427, 0.481], [3.201, 2.176, -3.922], [2.173, -0.378, 1.555], [3.477, -0.863, 0.291], [4.765, 0.926, 1.068], [2.595, 2.637, 2.652], [4.326, 2.028, 3.079], [2.921, 0.780, 3.243], [2.642, 3.306, 0.210], [3.905, 2.565, -0.977], [4.473, 3.355, 0.632], [-0.074, -2.601, -1.880], [-0.029, -0.877, -2.629], [-1.969, -3.164, -0.696], [-2.338, -2.312, 0.776], [-4.320, -0.571, -2.286], [-3.770, -2.241, -1.623], [-3.627, -0.263, 0.821], [-4.601, -2.783, 0.900], [-6.234, -2.084, 0.042], [-5.636, -1.414, 1.702], [-6.094, 0.324, -1.387], [-6.345, 0.647, 0.454], [-5.820, 2.804, -0.705], [-2.818, 2.174, -1.538], [-4.166, 1.549, -2.781], [-4.010, 3.381, -2.364], [-3.408, 1.855, 1.294], [-3.317, 3.482, 0.322], [-4.835, 3.203, 1.417], [-1.558, 0.420, 0.832], [-0.357, -0.730, 1.143], [-0.286, 1.291, -1.174], [0.567, 1.911, 2.035], [-0.200, 4.263, 1.330], [-0.416, 3.705, -0.620], [4.909, -4.038, 0.153], [5.842, -3.038, 0.748], [6.658, -3.813, 1.596], [6.694, -5.049, 1.022], [7.508, -5.912, 1.305], [5.709, -5.201, 0.084], [5.169, -2.143, 1.505], [4.038, -4.234, 0.787], [4.561, -3.742, -0.840], [6.465, -2.514, 0.015]],
  "forces_ev_per_angstrom": [[-2.369, -4.835, 8.412], [2.524, 6.859, -6.435], [0.159, -1.481, -1.754], [-0.056, -1.458, -0.048], [0.891, 0.875, 1.549], [1.616, 0.434, -0.193], [1.210, 1.117, -0.869], [-1.650, 1.595, -0.078], [-1.038, -1.513, -0.650], [0.573, -3.172, -2.161], [0.079, 1.725, -0.019], [0.512, -1.111, 2.178], [-2.301, 0.269, -0.389], [-1.746, -1.179, -0.626], [0.041, 1.216, 1.046], [-0.025, 0.933, 0.207], [-0.408, 0.888, -0.367], [0.830, 0.356, -0.010], [-0.312, 0.949, -0.922], [0.621, 0.636, -0.127], [0.567, 3.285, -0.269], [-1.694, 4.713, -1.932], [0.893, -4.068, 1.953], [-1.564, -2.385, 1.805], [1.008, 0.852, -2.140], [-1.847, 2.018, 0.404], [-2.639, 0.647, -0.354], [1.078, -1.991, 0.022], [-2.364, -0.658, -0.925], [0.444, 1.802, -1.255], [1.645, -1.558, 0.151], [-0.682, -0.135, 2.654], [-1.892, -1.572, -0.837], [0.436, 2.619, 0.672], [0.414, -0.573, 2.011], [0.276, 1.125, 0.851], [0.424, -0.230, -1.225], [1.882, -1.081, 1.812], [0.598, 2.529, 0.683], [-1.306, -0.345, -1.707], [-1.386, 1.648, -0.736], [2.197, 0.283, 1.023], [0.746, -1.071, -2.235], [1.451, 0.193, 2.148], [1.951, -0.316, -1.575], [1.969, -1.668, 0.342], [-2.271, -0.023, -1.015], [0.412, 1.316, 1.800], [-0.096, -2.329, 1.276], [-1.406, 1.435, -0.901], [-1.515, -1.720, 0.984], [1.765, -1.352, -0.918], [0.325, -0.544, -0.479], [-0.420, 0.192, -0.728], [0.986, -1.217, 2.230], [-0.499, -0.216, -2.456], [0.334, -2.000, -2.183], [0.625, -0.713, 2.321], [-0.953, -0.160, -0.797], [0.170, 0.360, 0.409], [-0.099, -0.275, -0.745], [2.300, -2.954, 0.773], [-2.213, 2.267, -0.725], [0.716, 0.128, 0.539], [-0.117, 0.502, 0.185], [0.149, 0.219, 0.103], [0.138, -0.201, 0.074], [-0.085, 0.121, 0.166]]
}

No. 2
{
  "formula": "C22H38FN2O8P2SSi2",
  "method": "wB97M-V/def2-TZVPD",
  "e_tot_ev": -90678.2500,
  "lumo_energy_ev": 1.862,
  "orbital_gap_ha": 0.1742,
  "total_charge": -1,
  "symbols": ["C", "C", "C", "C", "N", "Si", "C", "C", "C", "C", "C", "C", "C", "C", "C", "C", "O", "C", "O", "Si", "P", "P", "O", "O", "O", "C", "C", "C", "C", "C", "N", "S", "O", "O", "F", "H", "H", "H", "H", "H", "H", "H", "H", "H", "H", "H", "H", "H", "H", "H", "H", "H", "H", "H", "H", "H", "H", "H", "H", "H", "H", "H", "H", "H", "H", "H", "H", "H", "C", "C", "O", "H", "H", "H", "H", "H"],
  "xyz": [[1.433, -4.063, -1.940], [2.544, -3.270, -1.117], [2.123, -1.736, -0.999], [1.120, -1.568, 0.223], [1.545, -0.438, 1.113], [0.328, 0.865, 1.123], [1.149, 2.418, 1.911], [2.717, 2.284, 2.065], [3.496, 3.678, 1.900], [4.492, 3.534, 0.687], [4.367, 4.418, -0.468], [5.295, 4.203, -1.582], [6.299, 3.153, -1.537], [6.464, 2.290, -0.372], [5.538, 2.499, 0.743], [-0.160, 1.121, -0.701], [-0.269, 2.515, -1.104], [1.005, 3.083, -1.393], [-0.917, 0.333, 2.172], [-2.471, 0.841, 1.782], [-2.694, 2.956, 1.208], [-3.546, 3.193, -0.787], [-3.013, 4.474, -1.357], [-5.191, 3.322, -0.625], [-3.149, 1.995, -1.850], [-3.288, -0.389, 0.579], [-4.594, -0.182, -0.014], [-5.280, -1.122, -0.916], [-4.491, -2.353, -1.152], [-3.189, -2.415, -0.504], [-2.575, -1.537, 0.318], [-3.640, 0.632, 3.654], [-3.310, 1.687, 4.604], [-5.050, 0.637, 3.277], [-3.243, -0.858, 4.240], [0.458, -3.502, -1.905], [1.697, -4.144, -3.029], [1.245, -5.073, -1.486], [3.516, -3.404, -1.660], [2.648, -3.765, -0.119], [3.043, -1.102, -0.849], [1.678, -1.458, -1.990], [0.041, -1.543, -0.080], [1.241, -2.508, 0.836], [1.657, -0.815, 2.056], [0.680, 2.533, 2.934], [0.884, 3.363, 1.360], [3.101, 1.624, 1.249], [2.979, 1.806, 3.046], [2.807, 4.543, 1.734], [4.084, 3.854, 2.837], [3.580, 5.205, -0.447], [5.199, 4.879, -2.466], [6.971, 2.991, -2.412], [7.222, 1.474, -0.294], [5.616, 1.851, 1.649], [0.701, 0.707, -1.315], [-1.053, 0.517, -1.038], [1.134, 3.231, -2.509], [1.140, 4.113, -0.948], [1.884, 2.475, -1.057], [-1.402, 3.565, 1.073], [-5.656, 2.721, -1.239], [-2.613, 2.371, -2.579], [-5.126, 0.774, 0.239], [-6.289, -0.952, -1.342], [-4.891, -3.177, -1.790], [-2.624, -3.372, -0.696], [-3.378, -7.238, 0.563], [-2.969, -6.732, -0.839], [-3.654, -5.611, -1.106], [-4.446, -7.470, 0.612], [-2.828, -8.161, 0.809], [-3.146, -6.503, 1.340], [-3.121, -7.606, -1.515], [-1.854, -6.665, -0.807]],
  "forces_ev_per_angstrom": [[-0.168, 0.293, 0.374], [-0.626, -0.099, -0.935], [0.455, -0.947, 0.187], [0.979, -0.973, -0.075], [-1.708, 0.466, -0.141], [1.583, -0.704, 0.899], [-0.239, 0.194, 0.686], [-0.119, 0.600, -0.506], [0.706, -1.041, -0.421], [0.714, 0.278, -0.518], [1.977, -2.256, 0.388], [-0.313, -0.668, 1.467], [-0.604, 0.066, 1.056], [-2.311, 1.721, 0.493], [-0.045, 1.037, -1.691], [0.487, -0.445, -1.198], [0.425, -0.400, 0.360], [0.895, 0.879, -0.791], [-1.174, 1.497, -1.206], [1.250, -2.356, -0.898], [-0.680, 1.003, 0.554], [0.854, 1.999, -2.603], [-0.479, -1.195, 1.101], [1.610, -1.489, -0.346], [-1.021, 0.436, 0.966], [-1.738, -0.725, -1.190], [-0.432, -0.124, -0.356], [3.695, -1.367, 1.418], [-0.705, 2.896, 1.121], [-0.125, -1.639, -0.824], [-1.801, 0.827, -0.691], [-2.008, 1.474, 0.998], [0.545, -1.795, -0.529], [1.714, -0.901, 0.224], [-0.428, 1.680, -0.438], [0.835, -0.603, 0.083], [-0.142, -0.077, 1.059], [0.202, 0.861, -0.701], [-0.708, 0.313, 0.551], [-0.001, 0.687, -0.679], [-1.041, -0.512, 0.076], [0.241, -0.059, 0.848], [0.871, 0.102, 0.163], [-0.374, 0.904, -0.668], [0.146, 0.256, -0.283], [0.438, -0.036, -0.965], [0.282, -0.940, 0.355], [-0.337, 0.338, 0.828], [-0.300, 0.387, -0.904], [0.520, -0.754, 0.137], [-0.460, 0.084, -0.811], [0.799, -0.671, -0.253], [0.259, -0.819, 0.755], [-0.686, 0.283, 0.801], [-0.711, 0.949, -0.306], [-0.128, 0.669, -0.885], [-0.843, 0.027, 0.763], [0.654, 0.939, 0.381], [-0.256, -0.299, 1.016], [-0.503, -1.073, -0.210], [-0.840, 0.291, -0.058], [-0.531, -0.692, -0.311], [0.229, 0.267, 0.340], [-0.273, 0.100, 0.682], [0.491, -0.990, -0.125], [0.905, -0.034, 0.428], [0.818, 0.576, 0.828], [-0.757, 0.888, 0.193], [0.462, -0.751, 0.192], [-0.662, -0.019, 1.138], [0.263, 0.661, -0.812], [0.012, 0.156, -0.132], [-0.008, -0.079, 0.120], [-0.047, 0.112, -0.158], [-0.257, -0.013, -0.351], [0.272, 0.347, -0.060]]
}

No. 3
{
  "formula": "C22H38INO3P2PdS",
  "method": "wB97M-V/def2-TZVPD",
  "e_tot_ev": -72055.4770,
  "e_above_lowest_ev": 0.585,
  "lumo_energy_ev": [4.287, 4.275],
  "orbital_gap_ha": [0.1203, 0.1196],
  "total_charge": -2,
  "symbols": ["Pd", "S", "C", "C", "C", "C", "C", "C", "C", "C", "C", "N", "H", "H", "H", "H", "H", "H", "C", "C", "O", "P", "O", "C", "C", "O", "C", "C", "H", "H", "H", "H", "H", "H", "H", "H", "H", "H", "H", "H", "H", "H", "H", "I", "C", "H", "H", "C", "C", "P", "C", "C", "C", "C", "H", "H", "H", "H", "H", "H", "H", "H", "H", "H", "H", "H", "H", "H", "H"],
  "xyz": [[0.824, 1.362, 0.234], [-0.567, 3.433, -3.334], [0.878, 2.540, -3.729], [1.156, 1.563, -2.845], [0.206, 1.418, -1.763], [-0.789, 2.465, -1.855], [-1.714, 2.847, -0.891], [-2.797, 3.751, -1.158], [-3.643, 4.131, -0.157], [-3.449, 3.625, 1.146], [-2.392, 2.745, 1.329], [-1.542, 2.356, 0.395], [1.426, 2.811, -4.621], [2.011, 0.911, -2.957], [-2.928, 4.110, -2.172], [-4.465, 4.813, -0.353], [-4.087, 3.912, 1.972], [-2.215, 2.337, 2.325], [-0.234, -4.710, -0.732], [-0.062, -3.339, -0.042], [-0.918, -2.394, -0.519], [-0.272, -0.339, -1.072], [-1.624, -0.318, -1.997], [-2.909, -0.731, -1.553], [-3.587, -1.488, -2.682], [0.876, -1.107, -2.001], [0.510, -1.915, -3.095], [1.676, -2.838, -3.411], [0.322, -5.488, -0.194], [0.125, -4.670, -1.764], [-1.295, -4.970, -0.753], [1.006, -3.049, -0.163], [-0.203, -3.519, 1.051], [-3.486, 0.167, -1.300], [-2.815, -1.367, -0.675], [-3.598, -0.873, -3.586], [-4.613, -1.746, -2.408], [-3.033, -2.406, -2.888], [0.278, -1.288, -3.968], [-0.381, -2.494, -2.840], [2.555, -2.258, -3.702], [1.421, -3.523, -4.224], [1.928, -3.414, -2.518], [3.117, 4.088, 1.422], [2.312, 2.859, -0.225], [3.226, 2.463, -0.671], [1.913, 3.624, -0.892], [2.277, 0.530, 5.123], [2.203, 1.305, 3.808], [1.247, 0.534, 2.407], [-0.157, -0.210, 3.373], [-1.257, -0.725, 2.444], [2.282, -1.001, 2.138], [3.304, -0.846, 1.007], [2.948, 1.033, 5.826], [2.650, -0.484, 4.968], [1.296, 0.459, 5.595], [3.206, 1.493, 3.419], [1.761, 2.290, 3.977], [-0.551, 0.588, 4.013], [0.214, -1.011, 4.021], [-1.663, 0.096, 1.854], [-2.063, -1.199, 3.014], [-0.876, -1.452, 1.726], [1.579, -1.804, 1.896], [2.795, -1.272, 3.066], [2.788, -0.590, 0.084], [3.864, -1.775, 0.849], [4.011, -0.043, 1.229]],
  "forces_ev_per_angstrom": [[0.199, 0.216, 0.278], [-0.070, -0.040, 0.041], [-0.072, 0.026, 0.107], [0.200, 0.156, -0.409], [-0.064, -0.467, 0.461], [-0.269, 0.413, -0.108], [0.262, -0.199, -0.163], [-0.055, 0.146, -0.055], [0.127, -0.069, 0.052], [-0.134, 0.046, 0.087], [0.000, -0.018, -0.006], [-0.263, 0.084, -0.093], [0.058, -0.095, 0.011], [-0.023, -0.033, 0.053], [-0.079, 0.017, 0.019], [0.012, 0.008, -0.078], [0.022, -0.017, 0.010], [0.030, -0.020, -0.019], [0.036, 0.205, 0.081], [0.083, 0.021, -0.011], [-0.298, -0.149, -0.175], [0.656, 0.899, -0.543], [-0.157, -0.255, 0.069], [-0.027, -0.040, 0.111], [0.194, 0.031, 0.058], [-0.099, -0.219, 0.146], [0.006, -0.032, -0.135], [-0.028, 0.149, 0.117], [0.001, -0.048, -0.052], [-0.041, -0.016, -0.012], [-0.003, -0.034, 0.047], [-0.025, 0.001, 0.074], [0.071, 0.006, -0.015], [0.079, 0.009, -0.011], [0.012, -0.026, 0.061], [-0.049, -0.025, -0.005], [-0.026, 0.006, -0.014], [-0.022, 0.001, -0.001], [-0.031, 0.021, 0.040], [-0.005, -0.004, 0.009], [0.002, -0.010, 0.000], [-0.007, -0.012, 0.001], [0.022, -0.046, -0.051], [0.077, 0.071, 0.017], [-0.362, -0.468, -0.049], [0.018, 0.047, 0.036], [-0.012, 0.009, 0.021], [-0.011, 0.055, -0.091], [-0.094, 0.018, -0.082], [0.377, -0.597, 0.279], [-0.080, 0.127, -0.295], [0.103, -0.043, 0.106], [-0.051, 0.156, -0.072], [-0.141, -0.029, 0.163], [0.006, -0.026, 0.010], [-0.011, 0.010, 0.083], [0.017, -0.038, 0.017], [-0.009, 0.061, -0.042], [0.053, 0.034, -0.030], [0.018, -0.033, 0.050], [0.035, 0.033, 0.034], [-0.047, -0.019, -0.032], [-0.017, 0.034, 0.006], [-0.048, -0.013, -0.033], [0.013, 0.013, -0.024], [-0.107, -0.067, 0.037], [0.022, 0.037, -0.101], [-0.001, 0.031, 0.059], [0.023, 0.008, -0.046]]
}